No. 1
C24H64O24PbS8 as an isolated structure in a non-equilibrium geometry. Source: the Open Molecules 2025 dataset; level of theory: ωB97M-V/def2-TZVPD.

Each line ends with the Löwdin charge.
Cartesian coordinates (Å):
Pb1 0.276 1.294 0.239  1.72
O1 2.967 -1.750 -3.149  -0.30
S1 1.733 -1.958 -2.385  0.70
O2 1.166 -0.964 -1.458  -0.35
O3 0.593 -2.418 -3.493  -0.30
C1 1.054 -3.201 -4.594  -0.24
C2 -0.266 -3.898 -5.117  -0.04
C3 1.895 -3.559 -1.428  -0.05
H1 1.790 -3.942 -4.282  0.11
H2 1.540 -2.566 -5.335  0.11
H3 -0.088 -4.565 -5.960  0.08
H4 -1.037 -3.171 -5.371  0.07
H5 -0.760 -4.583 -4.428  0.07
H6 0.990 -3.753 -0.852  0.07
H7 2.774 -3.391 -0.806  0.06
H8 2.224 -4.303 -2.153  0.07
O4 2.456 2.324 4.164  -0.27
S2 1.070 2.624 3.807  0.70
O5 0.439 2.120 2.564  -0.46
O6 0.051 2.277 5.062  -0.25
C4 -0.599 0.976 5.038  -0.26
C5 -1.220 0.950 6.407  -0.04
C6 0.936 4.357 3.925  -0.11
H9 0.193 0.228 5.032  0.09
H10 -1.243 0.840 4.169  0.10
H11 -0.518 1.118 7.224  0.10
H12 -1.699 -0.026 6.479  0.08
H13 -2.055 1.651 6.428  0.09
H14 1.241 4.616 4.939  0.09
H15 -0.101 4.612 3.708  0.08
H16 1.692 4.815 3.287  0.09
O7 -3.679 0.016 -0.967  -0.29
S3 -2.674 -1.056 -0.910  0.66
O8 -1.290 -0.808 -0.535  -0.39
O9 -3.170 -2.245 0.054  -0.27
C7 -4.504 -2.688 -0.035  -0.26
C8 -4.409 -4.198 0.219  -0.05
C9 -2.685 -1.819 -2.600  -0.05
H17 -4.899 -2.559 -1.043  0.12
H18 -5.205 -2.322 0.714  0.12
H19 -3.780 -4.452 1.072  0.08
H20 -3.868 -4.609 -0.633  0.08
H21 -5.359 -4.730 0.167  0.09
H22 -3.628 -2.213 -2.978  0.08
H23 -2.008 -2.616 -2.295  0.06
H24 -2.257 -1.040 -3.231  0.06
O10 -2.640 1.533 -3.875  -0.26
S4 -1.397 2.014 -3.271  0.72
O11 -1.109 1.745 -1.849  -0.45
O12 -0.083 1.430 -4.079  -0.27
C10 -0.068 1.453 -5.463  -0.29
C11 0.328 0.053 -5.873  -0.05
C12 -1.248 3.864 -3.550  -0.05
H25 0.789 2.024 -5.822  0.13
H26 -0.980 1.890 -5.868  0.13
H27 -0.382 -0.679 -5.489  0.07
H28 1.335 -0.232 -5.570  0.07
H29 0.338 0.024 -6.963  0.10
H30 -1.839 4.404 -2.811  0.07
H31 -1.646 4.087 -4.540  0.08
H32 -0.233 4.236 -3.405  0.06
O13 0.091 -0.626 2.060  -0.41
S5 0.126 -1.689 3.093  0.74
O14 1.226 -1.839 4.066  -0.28
O15 -1.352 -1.683 3.902  -0.23
C13 -2.479 -1.840 3.065  -0.29
C14 -3.795 -1.778 3.851  -0.03
C15 0.189 -3.317 2.202  -0.06
H33 -2.489 -2.820 2.587  0.10
H34 -2.518 -1.025 2.342  0.10
H35 -4.031 -0.773 4.200  0.07
H36 -3.699 -2.473 4.685  0.09
H37 -4.668 -2.228 3.378  0.08
H38 0.390 -4.093 2.941  0.09
H39 0.883 -3.207 1.369  0.04
H40 -0.783 -3.377 1.711  0.04
O16 -2.924 3.060 2.858  -0.26
S6 -3.169 2.310 1.636  0.68
O17 -2.024 1.680 0.994  -0.44
O18 -4.320 1.170 1.999  -0.25
C16 -5.259 1.538 2.971  -0.30
C17 -6.436 0.566 3.064  -0.04
C18 -3.966 3.307 0.393  -0.08
H41 -5.457 2.607 2.891  0.12
H42 -4.779 1.416 3.943  0.11
H43 -7.165 0.751 3.854  0.09
H44 -6.088 -0.466 3.120  0.05
H45 -7.033 0.643 2.156  0.08
H46 -3.890 2.669 -0.487  0.07
H47 -3.214 4.050 0.125  0.08
H48 -4.891 3.808 0.680  0.09
O19 2.494 0.456 1.158  -0.44
S7 3.520 -0.571 1.418  0.71
O20 3.103 -1.944 1.550  -0.27
O21 4.591 -0.329 0.169  -0.27
C19 5.691 -1.206 0.031  -0.28
C20 6.094 -1.175 -1.417  -0.06
C21 4.673 -0.004 2.761  -0.05
H49 5.433 -2.253 0.191  0.12
H50 6.510 -0.969 0.710  0.12
H51 7.019 -1.733 -1.564  0.09
H52 6.288 -0.198 -1.859  0.08
H53 5.377 -1.663 -2.077  0.07
H54 5.569 -0.622 2.815  0.07
H55 4.217 -0.013 3.752  0.08
H56 4.893 1.009 2.425  0.07
O22 1.815 2.118 -1.548  -0.46
S8 2.742 2.540 -2.609  0.74
O23 2.341 3.312 -3.759  -0.26
O24 4.080 3.288 -1.866  -0.23
C22 4.407 3.106 -0.551  -0.33
C23 5.895 3.293 -0.400  -0.04
C24 3.614 1.120 -3.369  -0.06
H57 4.028 2.130 -0.248  0.08
H58 3.874 3.810 0.087  0.13
H59 6.452 2.815 -1.206  0.08
H60 6.298 2.875 0.522  0.08
H61 6.134 4.356 -0.421  0.09
H62 2.759 0.602 -3.803  0.04
H63 4.208 0.671 -2.573  0.05
H64 4.161 1.576 -4.194  0.09

Charge ... +2
Relative energy (zero: lowest compared OMol25 entry of this formula, charge and spin) ... 0.0 kJ/mol
Electronic energy ... -166977.7507 eV
Maximum force ... 0.0966 Eh/bohr
Orbital gap ... 10.61 eV
Highest occupied orbital energy ... -15.114 eV
LUMO energy ... -4.50 eV


No. 2
A 8-piece molecular cluster, C24H64O24S8 overall in a non-equilibrium geometry. Source: the Open Molecules 2025 dataset; level of theory: ωB97M-V/def2-TZVPD.

Each line ends with the Löwdin charge.
Cartesian coordinates (Å):
C1 -2.367 4.885 3.746  -0.06
C2 -3.610 4.359 3.008  -0.25
O1 -3.894 3.138 3.717  -0.28
S1 -4.821 2.013 2.994  0.66
C3 -3.743 0.533 3.327  -0.09
O2 -5.979 1.801 3.869  -0.31
O3 -4.976 2.301 1.579  -0.30
H1 -1.525 4.398 3.250  0.08
H2 -2.403 4.584 4.793  0.08
H3 -2.132 5.946 3.769  0.05
H4 -4.479 5.000 3.158  0.12
H5 -3.458 4.198 1.943  0.09
H6 -2.761 0.809 2.942  0.04
H7 -4.052 -0.394 2.849  0.07
H8 -3.640 0.372 4.397  0.07
C4 7.843 -1.922 -0.756  -0.07
C5 6.771 -0.867 -0.653  -0.31
O4 6.515 -0.321 -1.956  -0.25
S2 5.033 0.450 -2.048  0.67
C6 3.962 -1.006 -2.431  -0.08
O5 4.657 1.026 -0.762  -0.28
O6 5.090 1.212 -3.281  -0.31
H9 8.785 -1.654 -1.232  0.08
H10 7.406 -2.657 -1.440  0.08
H11 8.006 -2.460 0.177  0.08
H12 5.928 -1.393 -0.199  0.11
H13 7.103 -0.105 0.054  0.12
H14 3.762 -1.569 -1.520  0.06
H15 4.611 -1.632 -3.041  0.07
H16 3.078 -0.611 -2.922  0.04
C7 -0.423 -0.029 -5.532  -0.05
C8 0.673 0.506 -4.599  -0.25
O7 0.561 1.933 -4.408  -0.26
S3 1.803 2.722 -3.634  0.64
C9 2.948 2.961 -5.038  -0.09
O8 1.245 4.021 -3.306  -0.29
O9 2.364 1.843 -2.667  -0.30
H17 -1.220 -0.532 -4.976  0.04
H18 -0.191 -0.683 -6.369  0.08
H19 -1.118 0.743 -5.877  0.08
H20 0.582 -0.057 -3.669  0.10
H21 1.637 0.219 -5.024  0.11
H22 3.373 1.979 -5.238  0.05
H23 3.675 3.700 -4.709  0.08
H24 2.387 3.290 -5.909  0.07
C10 -3.507 5.649 -1.879  -0.05
C11 -3.740 6.817 -0.907  -0.27
O10 -3.361 6.525 0.445  -0.29
S4 -3.052 7.781 1.466  0.67
C12 -1.203 7.626 1.454  -0.08
O11 -3.541 9.037 0.860  -0.30
O12 -3.667 7.420 2.728  -0.29
H25 -2.469 5.309 -1.852  0.07
H26 -3.909 5.966 -2.836  0.08
H27 -3.932 4.772 -1.383  0.07
H28 -3.287 7.745 -1.254  0.11
H29 -4.814 6.962 -0.766  0.12
H30 -0.814 8.446 2.057  0.07
H31 -0.933 7.905 0.436  0.07
H32 -0.860 6.637 1.740  0.06
C13 -4.067 -0.100 -4.035  -0.05
C14 -3.679 -1.534 -3.852  -0.25
O13 -2.401 -1.517 -3.140  -0.29
S5 -1.920 -2.924 -2.495  0.61
C15 -1.403 -3.799 -4.032  -0.09
O14 -0.727 -2.599 -1.772  -0.28
O15 -2.978 -3.711 -1.918  -0.27
H33 -3.747 0.240 -5.020  0.08
H34 -3.795 0.640 -3.288  0.07
H35 -5.159 -0.129 -4.067  0.09
H36 -4.385 -2.148 -3.292  0.12
H37 -3.556 -2.076 -4.791  0.11
H38 -1.158 -4.838 -3.833  0.07
H39 -0.593 -3.189 -4.426  0.06
H40 -2.283 -3.785 -4.675  0.05
C16 -0.907 -4.069 2.948  -0.06
C17 -2.143 -4.965 2.624  -0.28
O16 -1.787 -6.304 2.829  -0.24
S6 -2.900 -7.415 2.612  0.61
C18 -2.157 -8.876 3.428  -0.11
O17 -4.097 -7.059 3.346  -0.29
O18 -2.991 -7.700 1.204  -0.29
H41 -1.188 -3.022 3.046  0.06
H42 -0.070 -4.182 2.260  0.07
H43 -0.557 -4.403 3.928  0.07
H44 -3.013 -4.562 3.148  0.12
H45 -2.450 -4.684 1.612  0.12
H46 -1.250 -9.195 2.916  0.07
H47 -2.791 -9.748 3.266  0.07
H48 -2.062 -8.623 4.481  0.07
C19 -1.795 1.773 -1.327  -0.02
C20 -1.169 1.736 0.123  -0.25
O19 -0.937 0.425 0.602  -0.27
S7 0.466 0.021 1.339  0.64
C21 1.438 -0.430 -0.124  -0.10
O20 0.994 1.167 2.067  -0.29
O21 0.206 -1.138 2.150  -0.29
H49 -1.918 2.798 -1.676  0.07
H50 -2.773 1.297 -1.363  0.07
H51 -1.064 1.282 -1.971  0.06
H52 -0.288 2.364 0.258  0.12
H53 -1.978 2.127 0.745  0.10
H54 1.040 -1.392 -0.449  0.06
H55 2.412 -0.574 0.344  0.04
H56 1.394 0.245 -0.975  0.05
C22 6.777 -2.444 3.750  -0.04
C23 5.317 -2.739 4.184  -0.32
O22 4.729 -3.687 3.350  -0.26
S8 3.341 -3.304 2.549  0.67
C24 2.237 -3.120 4.035  -0.08
O23 3.579 -2.023 1.872  -0.31
O24 2.924 -4.424 1.747  -0.27
H57 6.664 -1.743 2.922  0.07
H58 7.131 -3.376 3.309  0.08
H59 7.397 -2.018 4.533  0.08
H60 5.228 -3.066 5.222  0.12
H61 4.793 -1.780 4.145  0.11
H62 2.242 -4.099 4.512  0.08
H63 1.225 -2.869 3.729  0.02
H64 2.689 -2.389 4.701  0.06

Charge ... 0
Relative energy (zero: lowest compared OMol25 entry of this formula, charge and spin) ... 338.9 kJ/mol
Electronic energy ... -161741.2402 eV
Maximum force ... 0.0723 Eh/bohr
Orbital gap ... 10.77 eV
Highest occupied orbital energy ... -10.655 eV
LUMO energy ... 0.12 eV